69
Properties=species:S:1:pos:R:3 method="wB97M-V/def2-TZVPD" total_energy_ha=-3464.8133 e_homo_ev=-6.73 relative_energy_kcal_mol=8.8
Cu 0.469 1.432 -0.261
C 5.198 2.406 2.372
C 4.433 3.423 1.813
C 3.082 3.233 1.571
C 2.468 2.022 1.887
C 3.244 0.999 2.431
C 4.596 1.194 2.679
N 1.107 1.845 1.559
C 0.239 1.427 2.487
C 0.478 1.374 3.900
C -0.545 1.117 4.763
C -1.873 0.867 4.327
C -2.143 0.867 2.991
C -1.099 1.085 2.068
N -1.218 0.990 0.717
N -2.329 1.078 0.101
C -2.092 1.163 -1.278
C -3.153 0.906 -2.149
C -2.965 1.064 -3.501
C -1.725 1.493 -3.972
C -0.730 1.732 -3.052
N -0.889 1.579 -1.729
H 6.253 2.555 2.562
H 4.892 4.371 1.564
H 2.477 4.016 1.132
H 2.782 0.044 2.653
H 5.177 0.385 3.101
H 1.468 1.582 4.278
H -0.338 1.111 5.827
H -2.654 0.674 5.050
H -3.134 0.662 2.610
H -4.095 0.585 -1.729
H -3.774 0.862 -4.192
H -1.541 1.650 -5.024
H 0.246 2.080 -3.367
C 0.876 -2.474 3.861
Sb 0.597 -2.022 1.781
C -0.966 -3.472 1.511
C 2.161 -3.371 1.080
C 3.533 -2.823 1.324
C 4.120 -3.008 2.576
C 5.384 -2.525 2.872
C 6.094 -1.833 1.901
C 5.523 -1.637 0.656
C 4.252 -2.121 0.345
C 3.729 -1.908 -1.042
Sb 2.398 -0.229 -1.367
C 3.969 1.225 -1.344
C 2.379 -0.539 -3.487
H 0.983 -3.550 4.004
H 0.000 -2.121 4.405
H 1.753 -1.962 4.253
H -0.646 -4.437 1.902
H -1.217 -3.572 0.456
H -1.855 -3.143 2.048
H 1.964 -3.560 0.025
H 2.011 -4.305 1.623
H 3.571 -3.563 3.329
H 5.813 -2.696 3.850
H 7.085 -1.451 2.109
H 6.077 -1.104 -0.108
H 3.214 -2.785 -1.435
H 4.552 -1.676 -1.720
H 4.723 0.973 -2.091
H 4.420 1.244 -0.351
H 3.561 2.213 -1.551
H 3.393 -0.768 -3.812
H 2.030 0.355 -4.001
H 1.718 -1.366 -3.744

13
Properties=species:S:1:pos:R:3 method="wB97M-V/def2-TZVPD" smiles="C#C[C@]1(O)CNC1=O" total_energy_ha=-398.6561 e_homo_ev=-9.66 relative_energy_kcal_mol=76.8
C -0.006 0.282 0.441
C 1.079 -0.141 -0.536
C -0.543 -1.160 0.236
C -0.966 1.196 -0.077
C -1.674 2.047 -0.568
H 0.596 -0.068 2.223
H 2.128 -0.210 -0.151
H 1.064 0.321 -1.499
H 0.914 -2.357 -0.890
H -2.169 2.700 -1.219
N 0.484 -1.486 -0.606
O 0.390 0.677 1.731
O -1.298 -1.801 0.915

14
Properties=species:S:1:pos:R:3 method="wB97M-V/def2-TZVPD" total_energy_ha=-5305.1476 e_homo_ev=-9.93 relative_energy_kcal_mol=36.6
C -0.428 -0.689 -1.291
C -1.074 0.697 0.808
C 0.016 0.308 -0.258
C 1.253 -0.173 0.495
Br 1.941 1.194 1.621
Br 0.938 -1.738 1.490
H -0.950 -0.150 -2.128
H 0.400 -0.955 -1.843
H -0.909 -1.614 -0.826
H -0.868 1.472 1.480
H -1.366 -0.113 1.331
H -1.882 0.958 0.270
H 0.532 1.271 -0.674
H 2.397 -0.467 -0.475

| no. | orbital gap (eV) |
| --- | --- |
| 1 | 6.09 |
| 2 | 10.39 |
| 3 | 10.44 |